This record from the OMol25 dataset describes a 2-piece molecular cluster, C3H10N overall at a distorted geometry. The level of theory is the ωB97M-V functional and the def2-TZVPD basis.

Structure (XYZ):
```
14
C3H10N the ωB97M-V functional and the def2-TZVPD basis
C -4.047 -0.400 0.171
H -3.203 -0.545 0.843
H -4.132 0.659 -0.053
H -3.977 -1.005 -0.730
H -4.948 -0.769 0.661
C 0.896 1.005 -0.559
C 2.083 -0.656 0.750
N 1.965 0.029 -0.321
H 1.365 1.982 -0.680
H 0.407 0.740 -1.493
H 0.246 1.018 0.309
H 1.320 -0.476 1.495
H 2.940 -1.311 0.826
H 2.727 -0.009 -0.994
```

Charge: +1
2S+1: 1
ΔE to the lowest compared entry with this formula, charge and spin: 1.352 eV
E_HOMO: -15.492 eV

This record from the OMol25 dataset describes C34H27ClIKN3O3S2 as an isolated structure at a distorted geometry. The level of theory is the ωB97M-V functional and the def2-TZVPD basis.

Structure (XYZ):
```
72
C34H27ClIKN3O3S2 the ωB97M-V functional and the def2-TZVPD basis
K 10.852 15.859 13.087
I 11.290 15.084 16.434
C 13.391 15.502 16.409
C 14.059 15.505 17.585
C 15.489 15.617 17.651
C 16.231 15.773 16.503
C 15.557 15.818 15.259
C 16.263 15.910 14.068
C 15.638 15.924 12.856
C 14.232 15.794 12.794
C 13.511 15.695 13.961
C 14.114 15.694 15.188
H 13.491 15.405 18.512
H 15.991 15.612 18.598
H 17.318 15.867 16.489
H 17.338 15.936 14.117
H 16.177 16.049 11.913
H 13.768 15.761 11.804
C 12.222 14.314 9.327
C 10.830 14.779 9.328
N 10.094 14.937 10.409
C 8.780 15.229 10.116
C 8.516 15.309 8.747
S 9.935 15.055 7.814
C 7.810 15.414 11.187
C 6.447 15.548 10.993
S 5.612 15.889 12.443
C 7.157 15.620 13.322
N 8.178 15.436 12.527
C 7.263 15.714 14.803
H 12.502 14.143 10.372
H 12.967 15.040 8.903
H 12.293 13.359 8.762
H 7.592 15.517 8.247
H 5.880 15.474 10.087
H 6.243 15.815 15.220
H 7.889 16.587 15.147
H 7.761 14.787 15.184
C 8.102 20.029 7.690
C 9.330 19.298 8.100
C 10.347 19.003 7.165
C 11.540 18.418 7.573
Cl 12.753 18.008 6.449
C 11.702 18.121 8.928
C 10.714 18.377 9.869
C 9.515 18.954 9.468
O 8.480 19.364 10.267
C 8.320 19.064 11.698
C 9.450 19.458 12.695
O 10.277 20.268 12.290
O 9.297 18.815 13.762
H 8.290 20.595 6.753
H 7.796 20.744 8.488
H 7.226 19.369 7.520
H 10.229 19.305 6.118
H 12.640 17.677 9.224
H 10.958 18.217 10.926
H 8.080 18.001 11.851
H 7.450 19.664 11.973
N 11.061 13.294 13.237
C 10.890 12.147 13.206
C 10.718 10.758 13.166
C 10.555 10.077 14.382
C 10.511 8.694 14.356
C 10.662 8.010 13.122
C 10.808 8.709 11.919
C 10.827 10.096 11.930
H 10.476 10.645 15.296
H 10.353 8.144 15.267
H 10.677 6.923 13.139
H 10.935 8.169 11.002
H 10.928 10.719 11.038
```

Charge: -1
2S+1: 1
ΔE to the lowest compared entry with this formula, charge and spin: 0.000 eV
E_HOMO: -3.440 eV

This record from the OMol25 dataset describes a 3-piece molecular cluster, C14H20N2O3PS overall. The level of theory is the ωB97M-V functional and the def2-TZVPD basis.

Structure (XYZ):
```
41
C14H20N2O3PS the ωB97M-V functional and the def2-TZVPD basis
C 3.917 -0.413 2.013
C 2.971 -0.803 1.380
S 1.718 -1.293 0.402
C 0.472 -2.076 1.486
C -0.696 -1.106 1.508
O -1.072 -0.935 0.149
C -2.391 -0.915 -0.269
C -3.312 -1.960 0.280
O -2.683 -0.153 -1.124
P 2.695 -2.851 -0.881
O 4.142 -2.697 -0.764
H 4.759 -0.063 2.563
H 0.169 -2.986 0.969
H 0.917 -2.296 2.451
H -0.368 -0.145 1.910
H -1.495 -1.476 2.145
H -3.362 -2.781 -0.432
H -4.296 -1.510 0.380
H -3.022 -2.354 1.248
H 2.103 -4.025 -0.393
H 2.093 -2.475 -2.087
N -0.926 4.293 3.666
C 0.320 3.783 3.895
C 0.570 2.844 2.931
C -0.578 2.789 2.090
C -1.483 3.697 2.572
H -1.366 5.005 4.220
H 0.923 4.135 4.714
H 1.477 2.270 2.835
H -0.721 2.167 1.220
H -2.465 3.969 2.226
N -0.819 0.101 -3.699
C -0.731 0.095 -5.062
C 0.596 0.064 -5.403
C 1.342 0.056 -4.194
C 0.437 0.078 -3.163
H -1.673 0.139 -3.168
H -1.615 0.119 -5.675
H 0.988 0.058 -6.405
H 2.416 0.047 -4.096
H 0.575 0.088 -2.097
```

Charge: +1
2S+1: 1
ΔE to the lowest compared entry with this formula, charge and spin: 0.617 eV
E_HOMO: -10.504 eV

This record from the OMol25 dataset describes a 12-piece molecular cluster, C36H96O12 overall at a distorted geometry. The level of theory is the ωB97M-V functional and the def2-TZVPD basis.

Structure (XYZ):
```
144
C36H96O12 the ωB97M-V functional and the def2-TZVPD basis
C -2.377 -16.844 2.912
C -3.296 -16.196 3.853
C -3.580 -17.125 5.122
O -2.786 -14.940 4.386
H -2.846 -17.580 2.260
H -1.456 -17.197 3.377
H -1.950 -16.187 2.154
H -4.265 -16.105 3.364
H -3.716 -16.552 6.039
H -2.693 -17.736 5.288
H -4.483 -17.687 4.885
H -2.255 -15.253 5.122
C -4.699 -17.848 9.229
C -5.771 -16.858 8.571
C -7.182 -17.335 8.555
O -5.785 -15.740 9.363
H -4.987 -18.272 10.191
H -3.778 -17.286 9.380
H -4.456 -18.778 8.714
H -5.485 -16.840 7.520
H -7.689 -16.412 8.274
H -7.587 -17.538 9.547
H -7.397 -18.112 7.821
H -6.416 -15.090 9.046
C -2.586 -24.230 6.969
C -3.346 -24.388 8.357
C -3.050 -25.679 8.979
O -2.971 -23.312 9.104
H -2.761 -23.358 6.339
H -2.955 -25.023 6.318
H -1.515 -24.227 7.174
H -4.400 -24.154 8.203
H -3.379 -26.426 8.257
H -3.574 -26.073 9.850
H -1.977 -25.813 9.119
H -3.048 -23.545 10.033
C -0.871 -21.071 9.905
C -1.722 -20.157 8.967
C -1.163 -20.024 7.571
O -3.020 -20.714 8.893
H -0.019 -20.468 10.219
H -0.554 -22.007 9.447
H -1.396 -21.326 10.826
H -1.774 -19.118 9.293
H -1.332 -20.931 6.989
H -0.109 -19.748 7.591
H -1.688 -19.234 7.034
H -3.048 -21.674 8.872
C -5.601 -22.586 6.396
C -6.848 -21.880 5.831
C -6.671 -21.306 4.428
O -7.839 -22.855 5.799
H -4.778 -21.887 6.551
H -5.364 -23.370 5.678
H -5.835 -23.040 7.359
H -7.148 -21.091 6.521
H -7.689 -21.187 4.057
H -6.288 -21.942 3.630
H -6.151 -20.350 4.371
H -7.580 -23.490 5.128
C -0.499 -16.491 8.197
C -0.492 -14.957 7.949
C 0.978 -14.621 7.422
O -1.379 -14.616 6.849
H -1.460 -16.794 8.611
H 0.227 -16.710 8.980
H -0.283 -17.048 7.285
H -0.681 -14.447 8.894
H 1.062 -13.536 7.481
H 0.991 -14.838 6.354
H 1.777 -15.111 7.979
H -1.823 -13.797 7.078
C 4.404 -24.052 13.018
C 3.606 -22.833 12.424
C 2.142 -23.096 11.889
O 3.514 -21.897 13.443
H 3.699 -24.714 13.521
H 5.251 -23.751 13.635
H 4.777 -24.616 12.163
H 4.087 -22.518 11.498
H 1.524 -22.199 11.860
H 1.567 -23.889 12.367
H 2.260 -23.425 10.856
H 3.691 -21.026 13.081
C -2.257 -25.664 12.602
C -2.692 -24.162 13.113
C -1.933 -23.952 14.424
O -2.413 -23.120 12.172
H -2.966 -25.998 11.844
H -2.119 -26.432 13.362
H -1.264 -25.586 12.160
H -3.749 -24.071 13.359
H -2.167 -23.126 15.096
H -0.849 -23.888 14.329
H -2.148 -24.787 15.089
H -2.316 -22.262 12.591
C -2.872 -15.253 13.692
C -3.115 -15.144 12.235
C -2.220 -15.990 11.426
O -4.458 -15.664 12.025
H -1.870 -14.853 13.843
H -3.000 -16.270 14.063
H -3.547 -14.611 14.258
H -2.992 -14.082 12.026
H -2.182 -15.645 10.393
H -2.489 -17.037 11.284
H -1.168 -15.823 11.656
H -4.686 -15.526 11.103
C -8.906 -21.468 10.555
C -7.621 -22.060 9.918
C -6.377 -21.115 10.050
O -7.421 -23.222 10.687
H -8.925 -20.463 10.135
H -8.803 -21.499 11.640
H -9.816 -22.025 10.334
H -7.855 -22.114 8.855
H -6.676 -20.115 9.736
H -5.662 -21.365 9.266
H -5.860 -21.095 11.009
H -8.119 -23.814 10.394
C -1.206 -20.142 3.294
C -0.921 -21.613 3.560
C -2.219 -22.396 3.614
O -0.065 -22.044 2.517
H -1.565 -19.888 2.297
H -0.322 -19.585 3.604
H -1.895 -19.788 4.060
H -0.398 -21.657 4.515
H -2.017 -23.363 4.073
H -2.653 -22.610 2.637
H -2.989 -21.924 4.224
H -0.619 -22.681 2.061
C -1.468 -19.416 13.722
C -2.986 -19.719 13.862
C -3.794 -19.309 12.597
O -3.115 -21.087 14.011
H -0.976 -18.486 14.008
H -1.157 -19.668 12.708
H -1.024 -20.167 14.376
H -3.231 -19.230 14.805
H -3.258 -19.720 11.742
H -3.748 -18.236 12.414
H -4.779 -19.759 12.725
H -4.028 -21.319 14.195
```

Charge: +1
2S+1: 2
ΔE to the lowest compared entry with this formula, charge and spin: 2.974 eV
E_HOMO (alpha / beta): -11.853 / -11.852 eV

This record from the OMol25 dataset describes a 2-piece molecular cluster, C7H6N2O3 overall at a distorted geometry. The level of theory is the ωB97M-V functional and the def2-TZVPD basis.

Structure (XYZ):
```
18
C7H6N2O3 the ωB97M-V functional and the def2-TZVPD basis
O 4.167 -2.326 0.228
N 3.103 -1.745 0.177
C 2.407 -0.822 0.039
C 1.000 -0.558 0.056
C 0.470 0.321 1.033
C -0.846 0.718 1.070
C -1.712 0.227 0.101
C -1.224 -0.721 -0.808
C 0.107 -1.121 -0.905
H 0.954 0.766 1.884
H -1.268 1.483 1.714
H -2.812 0.478 0.076
H -1.939 -1.182 -1.602
H 0.249 -1.832 -1.745
O 3.520 2.044 0.622
N 2.934 1.528 -0.304
O 2.593 2.031 -1.352
H 2.936 0.501 -0.299
```

2S+1: 1
ΔE to the lowest compared entry with this formula, charge and spin: 7.592 eV
E_HOMO (alpha / beta): -9.597 / -9.597 eV
SMILES: [O-][N+]#Cc1ccccc1.O=[NH+][O-]

This record from the OMol25 dataset describes C9H15F7N3O7RhS2 as an isolated structure at a distorted geometry. The level of theory is the ωB97M-V functional and the def2-TZVPD basis.

Structure (XYZ):
```
44
C9H15F7N3O7RhS2 the ωB97M-V functional and the def2-TZVPD basis
Rh 0.052 -0.378 -0.090
N 0.001 -2.363 -1.054
C 1.238 -3.149 -1.021
C 1.799 -3.188 0.390
C 2.633 -1.922 0.644
O 3.754 -2.048 1.079
O 2.034 -0.829 0.292
H -0.744 -2.813 -0.529
H -0.326 -2.146 -1.989
H 1.953 -2.693 -1.705
H 1.056 -4.174 -1.356
H 2.445 -4.044 0.559
H 0.991 -3.172 1.126
F -3.212 1.591 3.315
C -2.528 1.228 2.237
F -2.691 -0.077 2.055
F -3.014 1.872 1.179
S -0.735 1.690 2.440
O -0.171 1.493 1.100
O -0.778 3.035 2.893
N -0.155 0.713 3.506
S 0.319 -0.744 3.155
O -0.311 -1.302 1.945
O 1.708 -0.985 3.319
C -0.514 -1.666 4.526
F -1.835 -1.537 4.430
F -0.203 -2.955 4.457
F -0.115 -1.183 5.691
C -0.699 3.297 -3.231
N 0.078 2.384 -2.403
C 0.702 2.962 -1.218
C 0.217 1.104 -2.706
C -0.391 0.619 -3.991
O 0.853 0.288 -1.982
H -0.868 4.214 -2.674
H -1.667 2.869 -3.483
H -0.168 3.548 -4.151
H 1.445 3.701 -1.520
H 1.188 2.190 -0.637
H -0.053 3.439 -0.597
H -0.165 1.275 -4.830
H -1.473 0.556 -3.863
H -0.003 -0.374 -4.194
F -1.648 -0.329 -1.116
```

2S+1: 1
ΔE to the lowest compared entry with this formula, charge and spin: 1.972 eV
E_HOMO: -9.056 eV

Question: Among the records above, which one has the highest ΔE to the lowest compared entry with this formula, charge and spin?
Answer: C7H6N2O3

Please write out number 1 again, unchanged.
This record from the OMol25 dataset describes a 2-piece molecular cluster, C3H10N overall at a distorted geometry. The level of theory is the ωB97M-V functional and the def2-TZVPD basis.

Structure (XYZ):
```
14
C3H10N the ωB97M-V functional and the def2-TZVPD basis
C -4.047 -0.400 0.171
H -3.203 -0.545 0.843
H -4.132 0.659 -0.053
H -3.977 -1.005 -0.730
H -4.948 -0.769 0.661
C 0.896 1.005 -0.559
C 2.083 -0.656 0.750
N 1.965 0.029 -0.321
H 1.365 1.982 -0.680
H 0.407 0.740 -1.493
H 0.246 1.018 0.309
H 1.320 -0.476 1.495
H 2.940 -1.311 0.826
H 2.727 -0.009 -0.994
```

Charge: +1
2S+1: 1
ΔE to the lowest compared entry with this formula, charge and spin: 1.352 eV
E_HOMO: -15.492 eV